1.
ORCA calculation (the ωB97M-V functional and the def2-TZVPD basis) on 2 unconnected molecules or ions with the total composition C13H20O5.

Properties
**Net charge**: 0
**HOMO**: -9.97 eV
**SMILES string**: CCC[C@@H](C)C1=CC(=O)OC1=O.CCOC(C)=O
**Kohn-Sham gap**: 9.069 eV
**Energy above the lowest of the compared OMol25 structures with the same formula, charge and spin**: 187.6 kJ/mol
**LUMO**: -0.899 eV

The geometry in XYZ format:
```
38
Properties=species:S:1:pos:R:3:lowdin_charge:R:1
C 3.31 3.19 1.43 -0.117
C 2.59 3.69 0.08 -0.257
C 1.11 4.28 0.27 -0.190
C 0.24 3.59 1.43 -0.294
C -1.25 4.24 1.38 -0.073
C 0.18 2.01 1.37 -0.046
C 0.62 1.06 0.41 0.107
C 0.30 -0.41 0.98 -0.292
O 0.23 -1.47 0.34 0.105
O 0.17 -0.20 2.41 0.069
C -0.46 1.09 2.51 -0.295
O -1.31 1.46 3.33 0.122
H 4.44 3.42 1.38 0.083
H 2.81 3.60 2.37 0.070
H 3.18 2.05 1.47 0.074
H 2.62 2.85 -0.71 0.093
H 3.22 4.54 -0.37 0.106
H 0.55 4.33 -0.73 0.125
H 1.24 5.39 0.59 0.123
H 0.68 3.92 2.43 0.140
H -1.76 4.08 0.37 0.090
H -1.88 3.90 2.27 0.080
H -1.11 5.38 1.49 0.087
H 1.13 1.31 -0.57 0.124
C -1.71 -3.57 -0.66 -0.078
C -0.61 -3.92 -1.63 -0.231
O -0.31 -5.33 -1.59 0.001
C -0.99 -6.26 -2.28 -0.529
C -2.29 -5.89 -2.93 0.003
O -0.58 -7.40 -2.32 0.095
H -2.65 -4.08 -0.90 0.068
H -1.89 -2.49 -0.65 0.070
H -1.44 -3.88 0.35 0.088
H -0.83 -3.59 -2.65 0.115
H 0.31 -3.41 -1.34 0.109
H -3.11 -6.16 -2.26 0.097
H -2.39 -6.46 -3.86 0.092
H -2.37 -4.84 -3.21 0.067
```

---

2.
ORCA calculation (the ωB97M-V functional and the def2-TZVPD basis) on 3 unconnected molecules or ions with the total composition C13H21BN3O8.

Properties
**Net charge**: +1
**HOMO**: -12.46 eV
**Kohn-Sham gap**: 8.421 eV
**LUMO**: -4.040 eV

The geometry in XYZ format:
```
46
Properties=species:S:1:pos:R:3:lowdin_charge:R:1
O -1.12 -5.57 -2.22 0.044
B -2.34 -5.95 -1.45 -0.439
O -2.36 -7.20 -0.66 0.109
O -3.48 -4.97 -1.50 0.104
C -2.77 -3.66 -1.34 -0.094
N -2.30 -3.06 0.00 0.119
N -1.63 -1.84 -0.19 0.115
C -1.67 -1.65 -1.69 -0.041
C -1.06 -0.49 -2.68 -0.026
C 0.03 -1.45 -3.70 -0.176
C 1.55 -0.68 -4.04 0.020
O 1.34 -1.95 -3.01 -0.237
N -2.38 -2.74 -2.48 0.188
H -1.26 -5.69 -3.21 0.127
H -1.43 -7.44 -0.37 0.136
H -1.18 -1.20 0.50 0.145
H -1.87 -0.05 -3.40 0.131
H -0.38 0.31 -2.15 0.131
H -0.49 -2.14 -4.62 0.163
H 1.86 0.12 -3.24 0.115
H 2.31 -1.37 -4.64 0.140
H -2.52 -2.79 -3.51 0.172
O -0.01 0.33 1.60 0.072
C -0.84 1.04 2.15 -0.445
O -1.85 0.58 2.95 0.031
C -2.69 1.67 3.32 -0.162
C -1.83 2.90 3.17 -0.153
C -0.93 2.53 2.02 -0.089
H -3.56 1.69 2.66 0.131
H -3.02 1.53 4.36 0.134
H -2.41 3.81 3.00 0.128
H -1.23 3.05 4.07 0.129
H -1.38 2.78 1.05 0.143
H 0.05 3.00 2.12 0.112
O 1.22 3.22 0.27 0.074
C 2.31 3.26 0.82 -0.455
O 2.86 4.39 1.35 0.037
C 4.18 4.11 1.80 -0.164
C 4.22 2.61 2.00 -0.163
C 3.26 2.11 0.95 -0.083
H 4.89 4.44 1.03 0.133
H 4.38 4.65 2.72 0.132
H 5.22 2.19 1.92 0.125
H 3.83 2.37 3.00 0.126
H 3.76 1.95 -0.01 0.138
H 2.74 1.21 1.28 0.123
```

---

3.
ORCA calculation (the ωB97M-V functional and the def2-TZVPD basis) on C13H21BrN2O3S in the gas phase.

Properties
**Net charge**: 0
**HOMO**: -8.36 eV
**SMILES string**: CCN(CC)CCNS(=O)(=O)c1ccc(OC)c(Br)c1
**Kohn-Sham gap**: 8.900 eV
**Energy above the lowest of the compared OMol25 structures with the same formula, charge and spin**: 4.6 kJ/mol
**LUMO**: 0.540 eV

The geometry in XYZ format:
```
41
Properties=species:S:1:pos:R:3:lowdin_charge:R:1
C -2.97 -1.77 -2.09 -0.078
C -1.98 -2.37 -1.09 -0.259
N -1.96 -1.63 0.15 -0.191
C -1.41 -2.37 1.27 -0.252
C 0.06 -2.77 1.15 -0.078
C -1.43 -0.28 0.02 -0.204
C -2.54 0.77 0.11 -0.207
N -1.93 2.09 0.18 -0.133
S -1.00 2.55 -1.13 0.652
O -1.03 3.99 -1.16 -0.287
O -1.37 1.83 -2.32 -0.285
C 0.62 2.02 -0.61 -0.299
C 1.12 2.48 0.59 -0.050
C 2.35 2.05 1.05 0.006
C 3.10 1.14 0.30 -0.321
O 4.30 0.64 0.64 -0.130
C 4.89 1.03 1.85 -0.068
C 2.57 0.70 -0.93 -0.584
Br 3.59 -0.53 -1.93 0.810
C 1.35 1.14 -1.39 -0.105
H -3.05 -2.43 -2.96 0.072
H -3.94 -1.67 -1.63 0.078
H -2.63 -0.80 -2.44 0.059
H -2.30 -3.39 -0.86 0.117
H -0.98 -2.42 -1.56 0.118
H -2.02 -3.28 1.39 0.112
H -1.55 -1.76 2.17 0.114
H 0.39 -3.26 2.06 0.070
H 0.21 -3.46 0.32 0.066
H 0.69 -1.89 0.98 0.061
H -0.91 -0.16 -0.93 0.095
H -0.71 -0.07 0.82 0.122
H -3.20 0.69 -0.76 0.106
H -3.12 0.61 1.02 0.127
H -2.59 2.82 0.39 0.107
H 0.53 3.18 1.17 0.120
H 2.73 2.41 1.99 0.109
H 5.08 2.11 1.87 0.100
H 5.84 0.50 1.90 0.098
H 4.27 0.75 2.71 0.099
H 0.95 0.80 -2.33 0.115
```

---

4.
ORCA calculation (the ωB97M-V functional and the def2-TZVPD basis) on a molecular structure, C13H21Cl2IrN2OS3.

Properties
**Net charge**: +2
**HOMO (spin up / spin down)**: -14.27 / -14.27 eV
**Kohn-Sham gap (spin up / spin down)**: 6.355 / 6.356 eV
**Energy above the lowest of the compared OMol25 structures with the same formula, charge and spin**: 0.0 kJ/mol
**LUMO (spin up / spin down)**: -7.913 / -7.912 eV

The geometry in XYZ format:
```
43
Properties=species:S:1:pos:R:3:lowdin_charge:R:1
Ir -0.48 0.48 1.13 0.565
Cl -1.56 0.18 3.17 0.753
C -2.32 -1.42 3.09 -0.579
C -3.00 -1.89 4.19 -0.067
C -3.57 -3.15 4.08 -0.029
C -3.45 -3.89 2.91 -0.058
C -2.76 -3.38 1.83 -0.674
Cl -2.60 -4.28 0.37 0.746
C -2.17 -2.11 1.90 -0.645
S -1.32 -1.46 0.50 0.661
H -3.09 -1.31 5.09 0.126
H -4.10 -3.57 4.92 0.130
H -3.89 -4.87 2.84 0.127
C -1.27 2.36 -3.33 -0.056
N -0.41 3.08 -2.38 -0.004
C -0.37 2.89 -1.07 -0.690
S -1.53 1.77 -0.39 0.718
N 0.42 3.63 -0.30 -0.010
C 0.48 3.57 1.15 -0.058
H -1.01 2.71 -4.32 0.104
H -2.32 2.56 -3.13 0.094
H -1.08 1.29 -3.26 0.084
H 0.10 3.87 -2.75 0.162
H 0.99 4.33 -0.75 0.161
H 0.73 2.56 1.50 0.037
H -0.45 3.92 1.60 0.103
H 1.30 4.21 1.47 0.113
C 3.03 1.58 -2.33 -0.115
C 3.17 0.21 -1.68 -0.367
S 1.59 -0.44 -1.12 1.010
O 1.25 0.60 0.01 -0.721
C 2.15 -1.95 -0.27 -0.378
C 1.64 -3.19 -1.00 -0.119
H 3.98 1.84 -2.79 0.097
H 2.79 2.33 -1.58 0.065
H 2.27 1.57 -3.11 0.078
H 3.83 0.21 -0.82 0.110
H 3.52 -0.54 -2.39 0.116
H 1.75 -1.86 0.74 0.078
H 3.23 -1.91 -0.22 0.099
H 0.55 -3.20 -1.05 0.049
H 1.97 -4.07 -0.45 0.097
H 2.04 -3.26 -2.00 0.087
```

---

5.
ORCA calculation (the ωB97M-V functional and the def2-TZVPD basis) on a gas-phase ion, C13H21Cl2N2O2 (charge +1).

Properties
**Net charge**: +1
**HOMO**: -11.84 eV
**SMILES string**: CCOc1c(Cl)cc(Cl)cc1C[NH2+]CCNCCO
**Kohn-Sham gap**: 9.380 eV
**Energy above the lowest of the compared OMol25 structures with the same formula, charge and spin**: 15.3 kJ/mol
**LUMO**: -2.462 eV

The geometry in XYZ format:
```
40
Properties=species:S:1:pos:R:3:lowdin_charge:R:1
C 3.90 -0.16 0.42 -0.052
C 2.68 0.35 1.17 -0.240
O 1.45 0.09 0.47 -0.101
C 1.29 0.44 -0.84 -0.269
C 1.67 1.65 -1.44 -0.553
Cl 2.41 2.94 -0.56 0.779
C 1.41 1.88 -2.78 -0.109
C 0.75 0.92 -3.55 -0.660
Cl 0.44 1.22 -5.21 0.726
C 0.33 -0.26 -2.96 -0.053
C 0.60 -0.50 -1.62 -0.148
C 0.15 -1.76 -0.95 -0.063
N -0.93 -1.46 0.02 0.010
C -2.16 -0.87 -0.54 -0.094
C -2.18 0.62 -0.11 -0.139
N -1.35 0.78 1.07 -0.090
C -2.02 0.78 2.36 -0.161
C -2.62 -0.59 2.71 -0.223
O -1.67 -1.63 2.65 -0.061
H 4.78 -0.02 1.03 0.089
H 3.79 -1.22 0.18 0.084
H 4.04 0.39 -0.51 0.070
H 2.78 1.41 1.40 0.073
H 2.55 -0.20 2.10 0.127
H 1.72 2.81 -3.23 0.113
H -0.18 -1.00 -3.55 0.120
H 0.98 -2.20 -0.39 0.143
H -0.21 -2.48 -1.69 0.142
H -1.13 -2.26 0.62 0.160
H -0.64 -0.64 0.70 0.123
H -3.03 -1.40 -0.15 0.126
H -2.16 -0.95 -1.62 0.128
H -3.21 0.94 0.06 0.131
H -1.77 1.23 -0.92 0.127
H -0.75 1.59 0.99 0.133
H -1.27 1.04 3.11 0.130
H -2.82 1.53 2.41 0.129
H -3.41 -0.85 2.00 0.113
H -3.08 -0.53 3.70 0.130
H -1.11 -1.60 3.43 0.110
```

---

6.
ORCA calculation (the ωB97M-V functional and the def2-TZVPD basis) on C13H21ClNO4 in the gas phase.

Properties
**Net charge**: 0
**HOMO (spin up / spin down)**: -8.64 / -9.80 eV
**Kohn-Sham gap (spin up / spin down)**: 9.108 / 9.970 eV
**2S+1**: 2
**<S²>**: 0.754
**LUMO (spin up / spin down)**: 0.471 / 0.168 eV

The geometry in XYZ format:
```
40
Properties=species:S:1:pos:R:3:lowdin_charge:R:1
C -1.85 -2.66 2.13 0.028
C -1.22 -3.33 0.95 -0.515
O -1.78 -4.09 0.22 0.160
O 0.10 -3.00 0.76 0.068
C 0.49 -2.82 -0.58 -0.441
O 1.29 -3.54 -1.06 0.183
C -0.15 -1.64 -1.28 -0.093
C 0.80 -0.44 -1.50 -0.688
Cl 1.87 -0.92 -2.89 0.714
C 1.75 -0.10 -0.35 -0.121
C 1.22 0.83 0.75 -0.462
C 0.29 0.11 1.75 -0.021
C 2.41 1.35 1.56 -0.035
N 0.55 2.01 0.13 -0.112
O 1.36 2.94 -0.21 -0.005
C -0.52 1.75 -0.89 -0.462
C -0.85 3.09 -1.56 -0.036
C -1.83 1.28 -0.24 -0.023
C 0.01 0.79 -1.97 -0.125
H -2.77 -3.19 2.38 0.094
H -2.10 -1.63 1.87 0.079
H -1.18 -2.63 2.99 0.098
H -0.43 -2.00 -2.27 0.129
H -1.07 -1.35 -0.78 0.110
H 2.15 -1.00 0.13 0.136
H 2.60 0.42 -0.80 0.112
H -0.24 0.85 2.36 0.103
H -0.41 -0.56 1.27 0.023
H 0.90 -0.50 2.41 0.095
H 2.09 2.12 2.26 0.096
H 3.20 1.72 0.92 0.084
H 2.81 0.51 2.14 0.090
H -1.79 2.99 -2.10 0.088
H -0.94 3.88 -0.81 0.094
H -0.09 3.37 -2.29 0.083
H -1.78 0.30 0.21 0.040
H -2.63 1.31 -0.98 0.091
H -2.09 1.98 0.56 0.099
H -0.85 0.44 -2.55 0.135
H 0.65 1.36 -2.66 0.106
```